No. 1
Density functional theory data (the ωB97M-V functional and the def2-TZVPD basis) for a cluster of 7 separate species, C7H20O6 in total.

The energy above the lowest of the compared OMol25 structures with the same formula, charge and spin is 97.0 kcal/mol. The molar mass is 200.23 g mol⁻¹. Its lowest unoccupied orbital energy is 0.12 eV. As for the structure (SMILES): Cc1ccccc1.O.O.O.O.O.O. Its gap between HOMO and LUMO is 8.99 eV.

Structure (XYZ):
```
33
Properties=species:S:1:pos:R:3:forces:R:3
C 0.3094 -1.1299 2.1492 2.43 -0.71 4.58
C 1.3160 -0.7319 1.1420 -0.63 1.75 -0.96
C 1.7183 0.6342 1.0234 -1.05 -0.07 0.62
C 2.3817 1.1144 -0.0843 2.07 -1.81 -2.11
C 2.7427 0.1334 -1.0920 -4.58 -2.86 7.96
C 2.3665 -1.3034 -0.9262 1.73 5.86 -0.86
C 1.6883 -1.6283 0.1607 -2.54 -3.69 2.33
H -0.0383 -2.2977 2.2789 1.68 3.42 0.59
H -0.4880 -0.4880 2.3474 -2.08 0.84 -1.17
H 0.8248 -0.5640 3.1750 -0.89 -2.67 -1.78
H 1.3872 1.4261 1.7294 0.21 -1.02 -0.07
H 2.8101 2.1423 -0.1061 -0.75 -0.80 -0.20
H 3.1247 0.1529 -1.9502 3.66 1.96 -6.74
H 2.6626 -1.8820 -1.7377 0.21 -1.45 -0.95
H 1.2461 -2.6974 0.3029 1.14 1.76 -0.44
O -0.7153 3.3032 -0.7271 2.85 0.51 1.63
H -1.1683 2.8853 -1.4178 -0.87 -0.89 -1.81
H 0.2575 3.1045 -0.9028 -1.97 0.29 0.21
O -1.5738 0.2369 -1.2809 -2.69 0.58 0.63
H -2.5651 0.5829 -1.2048 2.99 -1.85 -0.39
H -1.5205 -0.6373 -1.7281 -0.78 0.79 0.43
O -1.3741 -3.2864 0.7827 -0.02 2.76 0.35
H -0.4847 -2.8324 1.1499 -3.87 -1.23 -1.83
H -2.1848 -2.5971 0.7083 3.12 -2.43 0.70
O -1.6497 1.5434 1.7111 -1.49 -2.06 3.69
H -1.5523 2.3608 2.1592 -0.08 1.13 1.23
H -1.3939 1.7957 0.8967 1.56 1.00 -5.02
O -0.1832 1.1113 -3.2244 -0.57 -0.56 1.91
H -0.7095 0.9506 -2.3457 0.76 0.73 -2.04
H 0.4336 0.3827 -3.0737 0.44 0.22 -0.55
O -3.2797 -0.8217 0.6890 0.57 0.43 0.45
H -3.2501 -0.0325 1.2657 -0.25 -0.35 -0.14
H -2.3219 -0.9792 0.6133 -0.30 0.39 -0.21
```
Forces are in eV/Å.

***

No. 2
Density functional theory data (the ωB97M-V functional and the def2-TZVPD basis) for an isolated molecule of C11H11NO.

The energy above the lowest of the compared OMol25 structures with the same formula, charge and spin is 28.9 kcal/mol. The molar mass is 173.21 g mol⁻¹. Its lowest unoccupied orbital energy is 0.81 eV. As for the structure (SMILES): CC[C@]1(c2ccccc2)O[C@H]1C#N. Its gap between HOMO and LUMO is 10.41 eV.

Structure (XYZ):
```
24
Properties=species:S:1:pos:R:3:forces:R:3
C 2.5187 -0.0674 0.7438 -0.13 -0.19 0.02
C 1.7243 -1.2829 0.2788 -0.06 0.06 -0.20
C 0.5635 -0.8958 -0.6218 0.51 0.61 0.50
C -0.5375 -0.1278 0.0408 -0.04 -0.05 -0.15
C -0.5264 1.2608 0.0631 0.01 -0.12 0.05
C -1.5469 1.9488 0.6956 0.00 0.10 0.03
C -2.5801 1.2568 1.3042 -0.03 0.05 0.02
C -2.5943 -0.1275 1.2795 -0.05 -0.08 0.05
C -1.5752 -0.8199 0.6512 0.10 0.03 -0.06
O 0.1805 -1.8434 -1.5808 -0.57 -0.87 -0.29
C 0.8235 -0.6912 -2.0671 0.86 -0.06 0.38
C 0.0484 0.2470 -2.8181 -0.24 0.02 -0.17
N -0.5483 1.0158 -3.4189 -0.23 0.35 -0.29
H 2.9184 0.4813 -0.1066 0.06 0.09 -0.06
H 3.3487 -0.3841 1.3699 0.08 0.04 0.06
H 1.8866 0.6024 1.3219 0.02 0.10 0.06
H 1.3198 -1.8134 1.1442 0.00 -0.06 -0.04
H 2.3719 -1.9737 -0.2661 -0.06 -0.03 -0.01
H 0.2721 1.8029 -0.4224 0.06 0.05 -0.06
H -1.5369 3.0284 0.7067 -0.01 0.09 0.00
H -3.3774 1.7968 1.7928 -0.06 0.04 0.04
H -3.4020 -0.6700 1.7478 -0.07 -0.04 0.04
H -1.5818 -1.8992 0.6149 -0.04 -0.12 0.00
H 1.8306 -0.8447 -2.4535 -0.11 0.00 0.08
```
Forces are in eV/Å.

***

No. 3
Density functional theory data (the ωB97M-V functional and the def2-TZVPD basis) for a structure of composition ClH2NaO5.

Its charge is +1. The molar mass is 140.45 g mol⁻¹. Its lowest unoccupied orbital energy (spin up / spin down) is -4.69 / -9.34 eV. Its gap between HOMO and LUMO (spin up / spin down) is 11.80 / 6.85 eV. The spin multiplicity is 2.

Structure (XYZ):
```
9
Properties=species:S:1:pos:R:3:forces:R:3
Na 0.7864 2.3602 -1.3433 -0.10 -0.15 0.43
Cl -0.6446 -1.3447 -0.4557 -0.63 3.63 2.50
O -0.7526 -0.1939 -1.2902 -0.43 0.55 -0.20
O -1.7855 -2.1984 -0.7414 0.02 -0.67 0.14
O 0.5004 -2.0324 -0.8322 2.04 -2.71 -1.12
O -0.5210 -0.9612 0.9293 -0.92 -0.66 -1.33
O 0.8257 1.8109 1.0808 0.07 0.40 -0.99
H 0.0403 1.3025 1.2831 -0.38 -0.25 0.28
H 1.5510 1.2571 1.3696 0.31 -0.15 0.29
```
Forces are in eV/Å.

***

No. 4
Density functional theory data (the ωB97M-V functional and the def2-TZVPD basis) for a structure of composition C19H28AuN2O4S.

The energy above the lowest of the compared OMol25 structures with the same formula, charge and spin is 17.4 kcal/mol. Its charge is +1. The molar mass is 577.48 g mol⁻¹. Its lowest unoccupied orbital energy is -2.44 eV. Its gap between HOMO and LUMO is 7.51 eV.

Structure (XYZ):
```
55
Properties=species:S:1:pos:R:3:forces:R:3
Au 0.3428 -1.0010 1.1449 -0.08 -0.15 0.02
C 5.2087 -2.1931 -3.0835 -0.01 -0.02 -0.02
O 4.1940 -3.1046 -3.4782 0.06 0.03 0.01
C 2.9667 -2.9530 -2.9435 0.02 0.00 -0.01
C 2.0045 -3.8852 -3.3599 -0.04 -0.02 -0.01
C 0.7352 -3.7826 -2.8645 -0.02 -0.02 -0.01
C 0.3408 -2.7885 -1.9422 -0.12 0.02 0.05
C -1.0611 -2.7491 -1.4998 0.22 0.02 0.00
C -2.0550 -3.6985 -2.1389 0.02 -0.03 0.00
O -1.4767 -1.9851 -0.6301 -0.15 0.12 -0.02
C 1.3312 -1.8651 -1.5150 -0.01 0.00 0.06
O 1.1232 -0.8465 -0.6882 0.14 0.08 -0.20
C 2.6324 -1.9657 -2.0385 -0.04 0.01 0.02
H 6.1043 -2.4910 -3.6193 0.00 -0.01 -0.01
H 5.3918 -2.2491 -2.0084 0.00 -0.01 0.00
H 4.9463 -1.1688 -3.3569 -0.01 0.00 0.00
H 2.2855 -4.6575 -4.0625 -0.01 0.02 0.02
H 0.0034 -4.5051 -3.1982 0.02 0.01 0.00
H -2.0317 -3.6439 -3.2275 0.00 0.02 0.03
H -3.0478 -3.4406 -1.7805 0.00 0.00 0.01
H -1.8342 -4.7304 -1.8564 0.00 0.03 -0.01
H 3.3525 -1.2404 -1.6886 -0.02 -0.01 0.00
N -3.9519 0.4582 2.9697 0.02 -0.05 0.06
C -3.0111 -0.3951 3.7367 -0.02 0.05 -0.04
C -2.1144 -1.1954 2.7866 0.03 -0.02 -0.06
N -0.6588 -0.9327 2.9571 0.06 0.00 0.13
H -4.4242 1.1001 3.6005 -0.01 0.00 0.00
H -4.6868 -0.1183 2.5684 0.01 -0.01 -0.04
H -3.3873 1.2779 1.8592 -0.03 0.07 -0.09
H -3.5559 -1.0551 4.4110 -0.01 -0.01 0.03
H -2.4075 0.2654 4.3606 0.01 0.02 0.00
H -2.3739 -0.9644 1.7535 -0.01 -0.03 -0.01
H -2.2606 -2.2675 2.8959 -0.01 -0.01 0.03
H -0.2564 -1.5747 3.6330 0.00 0.02 0.00
H -0.4914 0.0029 3.3179 -0.06 -0.01 0.04
C 2.7351 5.1068 1.3995 0.00 -0.01 0.01
C 1.5720 4.1958 1.1261 0.00 0.02 0.01
C 0.3052 4.4774 1.6332 0.02 0.01 0.00
C -0.7753 3.6518 1.3628 -0.02 0.00 -0.01
C -0.5676 2.5250 0.5829 0.03 0.05 -0.01
C 0.6847 2.2028 0.0678 0.04 0.00 -0.01
C 1.7414 3.0531 0.3433 0.01 0.00 -0.01
S -1.9030 1.4328 0.1993 0.03 -0.12 -0.07
C -2.3567 2.0149 -1.4189 -0.02 -0.05 -0.05
O -3.1025 1.9611 1.0683 0.03 0.01 0.10
H 2.5143 5.8054 2.2048 0.00 -0.01 -0.01
H 2.9802 5.6876 0.5082 -0.01 -0.01 0.01
H 3.6237 4.5364 1.6708 -0.01 0.00 -0.01
H 0.1576 5.3589 2.2452 0.01 -0.01 -0.01
H -1.7598 3.8801 1.7490 0.02 0.00 0.00
H 0.8479 1.3050 -0.5236 -0.04 0.03 0.04
H 2.7232 2.8150 -0.0492 -0.03 0.00 0.01
H -2.5462 3.0853 -1.3735 -0.01 0.00 0.02
H -3.2363 1.4568 -1.7346 0.02 0.00 0.00
H -1.5144 1.7912 -2.0755 -0.03 0.00 0.03
```
Forces are in eV/Å.

***

No. 5
Density functional theory data (the ωB97M-V functional and the def2-TZVPD basis) for an isolated molecule of C3H6FNO.

The energy above the lowest of the compared OMol25 structures with the same formula, charge and spin is 59.6 kcal/mol. The molar mass is 91.08 g mol⁻¹. Its lowest unoccupied orbital energy is 1.03 eV. As for the structure (SMILES): C[C@H](F)/C=N/O. Its gap between HOMO and LUMO is 11.30 eV.

Structure (XYZ):
```
12
Properties=species:S:1:pos:R:3:forces:R:3
C 1.1091 0.7492 -1.1974 1.59 -0.10 1.73
C 0.0397 -0.1733 -0.7907 -1.90 1.09 0.16
F -1.0440 0.2048 -1.6022 -0.90 0.13 -0.36
C -0.4533 -0.0432 0.6004 0.23 2.31 1.10
N -0.7605 -1.0661 1.2529 0.28 -0.62 0.44
O -1.0652 -0.7795 2.5860 -1.28 -2.10 0.05
H 0.9548 0.9327 -2.2289 0.54 0.11 -1.07
H 2.0968 0.3372 -0.8942 -0.44 0.33 -0.67
H 0.9922 1.6777 -0.6495 -0.02 0.33 -0.06
H 0.1658 -1.1806 -1.0062 0.74 -1.93 -0.38
H -0.5448 1.0015 1.0769 0.22 -1.51 -0.71
H -1.4906 -1.6604 2.8528 0.94 1.97 -0.23
```
Forces are in eV/Å.

***

No. 6
Density functional theory data (the ωB97M-V functional and the def2-TZVPD basis) for a structure of composition C6H8.

The energy above the lowest of the compared OMol25 structures with the same formula, charge and spin is 171.4 kcal/mol. The molar mass is 80.13 g mol⁻¹. Its lowest unoccupied orbital energy is -0.64 eV. Its gap between HOMO and LUMO is 7.82 eV.

Structure (XYZ):
```
14
Properties=species:S:1:pos:R:3:forces:R:3
C -0.7823 0.5364 -0.4097 -0.78 1.03 -2.49
C -2.6240 -0.0023 -0.5932 4.23 0.64 1.69
C 0.4910 0.7539 -0.0146 -6.83 -1.61 -0.30
C 1.5718 1.2094 0.4343 3.38 -0.30 0.16
C -2.7833 -1.4022 -0.1740 -2.54 1.84 0.88
C 2.8117 0.3219 0.3577 -1.09 -0.79 -2.60
H -0.8177 1.1525 -1.3698 -0.19 -1.02 0.59
H 1.6057 2.2428 0.7350 0.26 0.11 0.45
H -2.0449 -2.1279 -0.1439 1.61 -1.19 -0.26
H -3.7229 -1.6722 -0.6522 0.04 -0.79 -0.29
H -3.1621 -1.3076 0.9011 0.51 0.40 -0.84
H 2.6098 -0.7565 0.5330 -0.07 0.84 0.08
H 3.4872 0.6839 1.0183 2.22 0.74 2.40
H 3.3600 0.3678 -0.6219 -0.75 0.11 0.55
```
Forces are in eV/Å.